{
  "formula": "CF2IO3S",
  "method": "the ωB97M-V functional and the def2-TZVPD basis",
  "species": ["C", "O", "O", "O", "F", "F", "S", "I"],
  "coordinates": [[-0.333088, 0.692706, 0.178835], [0.590637, -1.349891, 1.197044], [0.304135, -1.553801, -1.189063], [2.019814, 0.003709, -0.273469], [-0.314063, 1.129486, 1.397922], [-0.088490, 1.629201, -0.730013], [0.787786, -0.770838, -0.100400], [-2.966730, 0.219425, -0.480854]],
  "forces_ev_per_angstrom": [[-0.8, -0.2, -2.0], [0.4, -0.7, 0.6], [0.0, 0.2, -0.8], [-0.9, -0.7, -0.2], [-0.3, 0.5, -0.4], [-0.5, 0.2, 1.0], [0.4, 0.4, 1.1], [1.7, 0.2, 0.6]],
  "charge": -1,
  "spin_multiplicity": 1,
  "total_energy_ev": -31551.323,
  "relative_energy_kj_mol": 42.9,
  "lumo_ev": [2.2, 2.2],
  "gap_ev": [7.9, 7.9]
}